{
  "formula": "H4N2O2S",
  "method": "ωB97M-V with the def2-TZVPD basis set",
  "lumo_ev": 0.44,
  "relative_energy_kcal_mol": 61.7,
  "total_energy_ev": -17972.469,
  "homo_energy_ev": -9.8,
  "smiles": "N#S(N)(O)O",
  "gap_ev": 10.3,
  "symbols": ["N", "N", "O", "O", "S", "H", "H", "H", "H"],
  "xyz": [[-2.3604, 1.0199, 0.5577], [0.2637, 0.4983, 1.0325], [-0.4540, 0.8547, -1.3137], [-1.0864, -1.1890, -0.2376], [-1.1466, 0.4106, 0.1149], [0.0392, 0.5109, 2.0155], [0.8649, -0.2741, 0.7920], [-0.4576, 1.8066, -1.4063], [-1.4950, -1.3732, -1.0857]],
  "atomic_forces_ev_per_a": [[0.6, -0.1, -0.1], [-0.8, -0.1, -0.5], [-0.2, -1.2, 0.3], [0.6, 0.6, 0.5], [0.1, 0.3, -0.3], [-0.2, 0.0, 0.2], [0.3, -0.1, 0.0], [-0.2, 0.6, 0.2], [-0.3, 0.1, -0.4]]
}